The following is a quantum chemistry calculation of a molecular structure, C2H3NO3S at a distorted geometry, from OMol25.

Structure (ORCA input):
```
! wB97M-V def2-TZVPD RIJCOSX def2/J DEFGRID3
* xyz 0 1
C 0.09579 -2.08457 0.13473
C -0.79662 1.06264 0.24429
N -0.93010 -2.59737 0.33091
O 2.07918 1.11381 -0.25208
O 1.25909 -1.72460 -0.08204
O -0.12723 0.53250 -0.89989
S 1.39624 0.21759 -1.08729
H -1.22184 0.21499 0.85720
H -1.72495 1.58719 0.10596
H -0.02956 1.67782 0.64821
*
```

HOMO-LUMO gap (alpha / beta): 8.13 / 8.13 eV
largest force on an atom: 3.120 eV Å⁻¹
M: 121.12 u
lowest unoccupied orbital energy (alpha / beta): -1.75 / -1.76 eV
energy relative to the best compared isomer or geometry (same formula, charge and spin): 67.3 kcal/mol


The following is a quantum chemistry calculation of C3H10N4O in the gas phase at a distorted geometry, from OMol25.

Structure (ORCA input):
```
! wB97M-V def2-TZVPD RIJCOSX def2/J DEFGRID3
* xyz 0 1
C 0.65363 -2.39397 1.27497
C 0.05675 0.51697 -0.60937
C -0.38012 2.84432 0.61219
H 0.41716 -2.86071 0.31319
H 0.21858 -2.98970 2.11484
H 1.76654 -2.46793 1.53679
H -0.84002 -1.31851 0.66673
H 1.46743 0.47852 0.65536
H 0.33203 2.30010 -1.77071
H -0.17897 2.40042 1.57583
H 0.37736 3.85359 0.70031
H -1.48036 3.07862 0.40750
H 0.22926 -1.45308 -1.28791
N 0.09189 -0.98668 1.19705
N 0.82305 -0.19603 0.33111
N 0.28169 1.96353 -0.56611
N -1.00607 -0.09737 -1.10132
O -0.70306 -1.45118 -1.45047
*
```

structure (SMILES): CNN/C(=N\O)NC
HOMO-LUMO gap: 9.07 eV
largest force on an atom: 5.453 eV Å⁻¹
M: 118.14 u
lowest unoccupied orbital energy: 0.88 eV
energy relative to the best compared isomer or geometry (same formula, charge and spin): 172.3 kcal/mol